<w>
Molecular formula: CH12O5
Method: DFT, ωB97M-V with the def2-TZVPD basis set

Geometry as XYZ:
```
18
CH12O5 ωB97M-V with the def2-TZVPD basis set
C -2.22344 -0.72552 0.62093
O -1.28522 -1.21453 1.62194
H -2.16141 0.35261 0.51505
H -2.00365 -1.23448 -0.31681
H -3.23374 -0.94644 0.96463
H -0.86456 -0.38984 1.89768
O 0.92977 -0.58703 -1.34194
H 0.45741 -1.38594 -1.38528
H 1.83962 -0.71457 -1.14668
O 2.78298 4.18869 -0.80255
H 2.07868 3.50876 -0.80826
H 2.52372 4.75846 -0.07986
O -0.03849 -3.63303 0.54962
H -0.12750 -2.77285 0.99834
H 0.81316 -3.95973 0.81956
O -0.43494 1.78452 -0.47526
H -0.15813 1.00524 -1.00371
H -1.15134 2.13166 -1.03286
```

For the LUMO energy, the calculation gives 0.5 eV. The SMILES is CO.O.O.O.O. The HOMO-LUMO gap is 11.296 eV. The net charge is 0.

These are the natural (NBO) partial charges, in e, on atoms 1 to 2: C -0.26; O -0.75

<x>
Molecular formula: CH12O5
Method: DFT, ωB97M-V with the def2-TZVPD basis set

Geometry as XYZ:
```
18
CH12O5 ωB97M-V with the def2-TZVPD basis set
C -1.94453 -0.40725 -0.60597
O -2.08628 -0.06483 0.77449
H -0.91682 -0.62207 -0.87876
H -2.64568 -1.20945 -0.83325
H -2.16570 0.45898 -1.22171
H -2.95677 -0.33354 1.06965
O 1.05289 -0.70215 2.05137
H 1.18857 0.26035 2.05805
H 1.67173 -0.98833 2.73647
O 0.73951 1.12024 -1.97998
H 0.99703 0.38050 -1.40455
H 1.48674 1.20374 -2.58049
O 0.27168 2.02537 0.95716
H -0.58531 1.56420 0.99867
H 0.48379 2.02605 0.01403
O 1.80632 -1.27080 -0.63650
H 1.39443 -1.30778 0.24820
H 2.20841 -2.13323 -0.76685
```

For the LUMO energy, the calculation gives 0.6 eV. The SMILES is CO.O.O.O.O. The HOMO-LUMO gap is 11.057 eV. The net charge is 0.

These are the natural (NBO) partial charges, in e, on atoms 1 to 2: C -0.25; O -0.75

Order of stability, best first: <x>, <w>

<w>
Molecular formula: C5H7NO2
Method: DFT, ωB97M-V with the def2-TZVPD basis set

Geometry as XYZ:
```
15
C5H7NO2 ωB97M-V with the def2-TZVPD basis set
C 1.88134 0.10705 0.52875
N -0.91393 -1.23211 0.49270
C 0.91128 0.47735 -0.55260
C -0.83572 0.12246 0.13715
C -0.55874 -1.21004 -0.91321
C -1.56290 1.20186 0.42881
O 0.93932 1.37461 -1.32681
O 0.64809 -1.22057 -1.35402
H -1.84554 -1.58232 0.70883
H -1.37774 -1.46627 -1.59359
H 2.04405 0.98916 1.14998
H 1.52332 -0.72919 1.11925
H 2.81193 -0.17529 0.03266
H -2.38310 1.18553 1.13993
H -1.28165 2.15779 0.00218
```

For the LUMO energy, the calculation gives -0.4 eV. The HOMO-LUMO gap is 8.792 eV. The net charge is 0.

These are the natural (NBO) partial charges, in e, on atoms 1 to 2: C -0.70; N -0.62

<x>
Molecular formula: C5H7NO2
Method: DFT, ωB97M-V with the def2-TZVPD basis set

Geometry as XYZ:
```
15
C5H7NO2 ωB97M-V with the def2-TZVPD basis set
C -1.44569 -0.49082 -0.45286
C -1.06449 -0.84510 0.95158
C -0.11586 -0.22762 0.05261
C 2.22269 -0.27829 -0.25281
C 1.78617 0.86732 0.11091
H -2.38370 1.05351 -1.35830
H -1.55862 1.54895 0.17913
H -1.38872 -1.14423 -1.37675
H -1.00061 -1.89307 1.29285
H -1.35048 -0.22003 1.84309
H 3.15640 -0.89162 -0.46187
H 2.52756 1.58372 0.07006
N -2.40309 0.70366 -0.36198
O 0.90417 -1.00598 -0.37569
O 0.41119 1.11652 0.36183
```

For the LUMO energy, the calculation gives 0.9 eV. The HOMO-LUMO gap is 9.246 eV. The net charge is 0.

These are the natural (NBO) partial charges, in e, on atoms 1 to 2: C -0.12; C -0.48

Order of stability, best first: <w>, <x>